Formula: C75H85F5O15
Source: the OMol25 dataset
Level of theory: the ωB97M-V functional and the def2-TZVPD basis

XYZ file:
```
180
Properties=species:S:1:pos:R:3:forces:R:3
C -2.772 2.802 1.040 -1.0 0.4 -1.2
O -2.547 1.950 2.139 1.1 0.3 0.3
C -3.550 1.184 2.518 -0.7 0.3 0.4
O -4.618 1.134 1.984 -0.7 -0.2 -0.5
O -3.218 0.580 3.645 0.9 -0.6 -0.3
C -4.077 -0.441 4.121 -0.7 0.0 1.4
H -3.682 3.403 1.123 0.1 0.0 0.6
H -2.960 2.244 0.125 0.4 -0.3 0.1
H -1.919 3.455 0.895 0.2 -0.1 0.2
H -4.413 -1.206 3.425 0.3 0.3 -0.5
H -4.948 0.022 4.591 -0.1 0.0 -0.2
H -3.538 -0.925 4.933 0.2 0.0 -0.2
C 3.224 5.087 6.526 0.0 -0.4 -0.3
O 1.843 4.673 6.495 0.0 0.8 0.6
C 1.251 4.782 5.311 0.9 -1.1 -0.1
O 1.835 4.837 4.264 0.0 0.6 -0.7
O -0.043 4.658 5.477 -0.7 -0.1 1.1
C -0.893 4.643 4.367 -0.4 1.0 -1.7
H 3.768 4.489 5.801 0.2 0.0 0.1
H 3.566 4.909 7.539 0.0 -0.1 0.0
H 3.357 6.139 6.280 -0.3 0.0 0.0
H -1.874 4.988 4.678 0.0 -0.3 0.3
H -0.970 3.698 3.835 0.1 -0.4 0.5
H -0.570 5.358 3.600 0.2 0.0 0.2
C 2.773 -1.320 -1.840 1.0 0.3 0.7
O 2.973 -2.633 -2.346 -0.2 -0.3 0.2
C 2.039 -3.292 -3.022 0.2 0.3 0.9
O 0.973 -2.877 -3.378 -0.5 0.4 -0.4
O 2.485 -4.523 -3.176 0.4 -0.6 -0.3
C 1.693 -5.353 -4.030 -0.1 0.0 0.3
H 2.919 -0.577 -2.622 -0.2 0.0 0.0
H 3.580 -1.254 -1.105 0.2 0.3 -0.4
H 1.916 -1.116 -1.193 -0.6 -0.5 -0.8
H 2.353 -6.116 -4.427 0.1 0.1 -0.2
H 1.245 -4.719 -4.788 -0.1 -0.3 -0.2
H 0.928 -5.852 -3.436 -0.2 0.1 0.0
C -1.512 -7.478 0.801 0.1 -0.5 1.0
O -1.092 -6.126 0.862 0.5 0.0 -0.6
C -1.574 -5.387 1.857 -0.4 0.4 0.3
O -2.334 -5.741 2.718 0.0 -0.2 0.1
O -1.090 -4.168 1.686 0.2 -0.1 -0.6
C -1.375 -3.101 2.575 0.5 0.8 -0.3
H -2.599 -7.514 0.807 0.0 -0.3 -0.2
H -1.122 -8.026 1.665 -0.3 0.1 0.1
H -1.049 -7.968 -0.049 -0.2 0.4 -0.4
H -2.360 -3.112 3.031 0.0 -0.4 0.1
H -1.289 -2.224 1.934 -0.2 0.1 0.1
H -0.549 -3.011 3.278 -0.2 -0.2 0.4
C 0.717 1.494 1.590 0.2 0.0 -0.5
O 0.295 0.222 1.083 0.0 -0.4 0.5
C -0.324 0.191 -0.092 1.0 0.3 -1.0
O -0.438 1.138 -0.834 -0.6 0.0 0.2
O -0.599 -1.074 -0.365 -0.2 -0.5 0.7
C -1.215 -1.457 -1.574 -0.5 0.6 -2.2
H 1.278 1.263 2.491 -0.4 0.1 0.2
H -0.166 2.109 1.726 0.1 0.1 0.4
H 1.415 1.994 0.913 -0.2 -0.1 -0.2
H -0.542 -1.518 -2.433 0.7 -0.2 0.6
H -1.934 -0.746 -1.984 -0.3 0.2 0.8
H -1.701 -2.423 -1.492 0.1 0.0 0.6
F 1.571 -2.837 5.322 -0.2 0.0 -0.3
C 0.647 -1.891 5.566 -0.2 0.6 0.7
C -0.455 -2.199 6.355 -0.5 -0.4 -0.4
C -1.367 -1.211 6.711 0.3 0.3 -0.4
C -1.168 0.094 6.271 0.3 0.0 0.8
C -0.007 0.401 5.583 0.0 0.4 -0.2
C 0.878 -0.578 5.171 0.3 -0.6 0.0
H -0.708 -3.222 6.603 0.5 -0.1 0.2
H -2.189 -1.453 7.371 -0.1 -0.1 -0.2
H -1.809 0.904 6.595 -0.1 -0.1 0.0
H 0.249 1.445 5.440 -0.1 0.0 -0.4
H 1.755 -0.343 4.582 0.1 0.0 0.1
F 2.085 1.929 -5.365 0.0 -0.2 -0.1
C 1.797 2.887 -4.479 0.0 1.0 1.3
C 0.873 2.683 -3.468 -1.4 -0.8 -0.9
C 0.464 3.717 -2.635 1.4 0.0 0.2
C 1.230 4.883 -2.625 -0.4 0.4 0.0
C 2.258 5.057 -3.542 -0.3 -0.4 0.1
C 2.490 4.081 -4.493 0.6 -0.1 -1.0
H 0.341 1.736 -3.429 0.1 0.0 0.1
H -0.277 3.514 -1.876 -0.1 0.1 -0.1
H 1.028 5.682 -1.921 -0.1 -0.1 0.1
H 2.910 5.919 -3.494 -0.2 0.1 -0.1
H 3.215 4.240 -5.288 0.1 0.0 0.2
F -4.062 -1.543 0.999 0.5 -0.3 -0.2
C -5.162 -2.237 0.640 -1.0 0.6 0.6
C -6.366 -1.783 1.163 0.1 -0.2 -0.2
C -7.510 -2.484 0.830 -0.6 -0.7 -0.1
C -7.479 -3.509 -0.122 0.6 -0.2 -0.2
C -6.271 -3.851 -0.724 0.0 -0.2 1.1
C -5.096 -3.296 -0.225 0.7 0.5 -1.4
H -6.399 -0.890 1.774 0.1 -0.1 0.2
H -8.429 -2.303 1.375 -0.1 0.3 -0.2
H -8.310 -4.133 -0.424 -0.4 0.5 0.3
H -6.250 -4.651 -1.451 0.2 0.1 -0.1
H -4.139 -3.471 -0.710 0.0 -0.4 0.2
F 7.850 1.299 2.871 0.6 0.0 -0.4
C 6.606 1.704 3.138 -0.4 -0.3 0.4
C 5.885 0.949 4.041 -0.5 0.3 0.5
C 4.612 1.388 4.404 0.7 -0.6 -0.8
C 4.090 2.520 3.795 -0.8 -0.2 0.5
C 4.822 3.265 2.886 -0.1 -0.5 0.1
C 6.098 2.834 2.541 0.2 0.9 0.2
H 6.307 0.083 4.530 0.2 -0.1 -0.2
H 4.063 0.741 5.074 -0.3 0.4 0.2
H 3.079 2.811 4.058 0.1 0.2 -0.1
H 4.356 4.135 2.444 0.2 0.1 0.0
H 6.743 3.454 1.932 -0.1 -0.2 -0.2
F -5.849 -1.528 -4.380 0.1 -0.4 -0.6
C -5.068 -0.648 -3.749 -0.2 0.6 1.1
C -5.175 -0.582 -2.361 -0.3 -0.1 -0.5
C -4.456 0.382 -1.707 1.1 0.1 1.1
C -3.525 1.197 -2.346 -0.7 0.2 -0.5
C -3.475 1.166 -3.729 -0.6 -0.2 0.2
C -4.271 0.242 -4.426 1.1 0.0 -0.6
H -5.794 -1.270 -1.805 -0.2 0.0 -0.2
H -4.505 0.456 -0.624 -0.2 -0.1 0.0
H -2.893 1.854 -1.769 0.0 0.1 -0.1
H -2.911 1.908 -4.277 0.3 -0.3 -0.1
H -4.067 0.123 -5.486 -0.5 0.1 -0.1
C 3.401 6.648 -0.733 0.3 0.3 0.1
C 2.595 7.790 -0.662 0.3 -0.4 0.0
C 1.479 7.804 0.158 -1.0 -0.3 -0.3
C 1.089 6.650 0.842 1.0 0.1 0.6
C 1.920 5.544 0.796 -0.5 -0.1 -0.5
C 3.045 5.520 -0.026 -0.7 -0.6 1.2
H 4.339 6.680 -1.274 -0.2 -0.1 -0.3
H 2.858 8.639 -1.279 0.0 0.2 0.2
H 0.808 8.655 0.194 0.2 0.2 0.0
H 0.259 6.618 1.536 -0.2 0.3 -0.2
H 1.644 4.650 1.345 0.1 0.1 0.1
H 3.520 4.547 0.026 0.8 0.4 -0.6
C -1.516 1.116 -7.248 -1.3 0.8 -0.2
C -2.340 0.286 -8.037 1.5 0.2 0.6
C -2.373 -1.061 -7.734 -0.9 0.0 -0.5
C -1.782 -1.568 -6.572 -0.5 0.3 -0.5
C -1.163 -0.679 -5.732 0.9 0.5 1.0
C -1.006 0.681 -6.047 0.1 -1.1 -0.7
H -1.417 2.167 -7.504 0.1 -0.1 -0.1
H -2.828 0.659 -8.924 0.0 0.1 0.0
H -2.957 -1.628 -8.455 0.2 -0.6 0.4
H -1.864 -2.603 -6.276 0.1 -0.1 -0.2
H -0.732 -1.039 -4.801 0.0 -0.1 -0.1
H -0.422 1.352 -5.441 0.0 0.0 0.2
C -2.657 -4.047 -3.764 0.4 0.1 -1.0
C -3.402 -4.489 -4.851 -0.4 -0.3 0.3
C -3.795 -5.818 -4.901 0.4 -0.8 -0.6
C -3.328 -6.726 -3.961 -0.1 0.3 0.9
C -2.574 -6.281 -2.876 0.3 -0.1 -0.5
C -2.184 -4.948 -2.819 -0.5 0.5 0.6
H -2.348 -3.006 -3.791 0.1 -0.1 0.4
H -3.672 -3.814 -5.653 -0.2 0.1 0.1
H -4.343 -6.233 -5.740 -0.1 0.3 0.0
H -3.555 -7.785 -3.995 -0.2 0.1 -0.3
H -2.239 -7.014 -2.153 0.1 0.2 0.1
H -1.593 -4.536 -2.008 0.1 -0.4 0.0
C 4.774 3.231 -2.016 0.1 -0.1 0.0
C 6.037 2.978 -1.515 0.4 0.5 0.0
C 6.263 1.941 -0.617 -0.9 0.0 -0.1
C 5.160 1.168 -0.249 -0.2 -0.2 0.6
C 3.852 1.437 -0.688 2.1 0.1 0.2
C 3.704 2.461 -1.607 -1.6 -0.2 0.3
H 4.610 4.062 -2.688 0.0 -0.1 0.0
H 6.809 3.688 -1.798 0.2 -0.3 0.1
H 7.217 1.796 -0.132 0.1 -0.1 -0.2
H 5.264 0.388 0.502 0.2 0.0 -0.1
H 3.074 0.849 -0.223 -0.4 0.1 -0.4
H 2.682 2.683 -1.905 0.3 0.2 -0.2
C 2.462 -2.539 1.237 0.3 0.5 0.7
C 2.411 -3.917 1.223 -0.4 -0.3 -0.2
C 3.300 -4.671 1.994 0.0 0.3 -0.6
C 4.179 -4.021 2.836 -0.3 0.1 0.3
C 4.197 -2.624 2.901 0.4 -0.9 0.1
C 3.402 -1.891 2.045 0.0 0.2 0.0
H 1.731 -1.925 0.730 0.0 -0.2 -0.3
H 1.637 -4.376 0.619 0.2 -0.2 0.0
H 3.357 -5.747 1.898 -0.3 0.0 0.1
H 4.792 -4.632 3.487 0.2 0.2 0.0
H 4.847 -2.190 3.645 0.1 0.4 -0.2
H 3.542 -0.814 2.003 -0.3 0.0 0.1
```
Forces are in eV/Å.

Properties
HOMO: -8.95 eV
E: -123452.4627 eV
lowest unoccupied orbital energy: 0.49 eV
max |F|: 2.304 eV/A
spin multiplicity: 1
net charge: 0

Löwdin population analysis, charges in e, atoms 1 to 99: -0.040, -0.003, -0.630, 0.134, 0.015, -0.032, 0.109, 0.062, 0.093, 0.079, 0.104, 0.076, -0.014, 0.009, -0.636, 0.110, 0.025, -0.041, 0.075, 0.096, 0.101, 0.101, 0.085, 0.086, -0.038, 0.022, -0.615, 0.111, 0.015, -0.019, 0.106, 0.082, 0.073, 0.093, 0.095, 0.090, -0.050, -0.012, -0.622, 0.134, -0.006, -0.011, 0.100, 0.099, 0.087, 0.095, 0.082, 0.087, -0.007, -0.011, -0.607, 0.118, 0.006, -0.028, 0.086, 0.071, 0.082, 0.067, 0.078, 0.075, 0.065, -0.289, -0.017, -0.089, -0.100, -0.078, -0.009, 0.119, 0.107, 0.108, 0.102, 0.099, 0.076, -0.298, -0.052, -0.064, -0.084, -0.093, -0.030, 0.106, 0.095, 0.089, 0.104, 0.124, 0.050, -0.304, -0.014, -0.073, -0.084, -0.077, -0.028, 0.111, 0.105, 0.101, 0.108, 0.113, 0.067, -0.305, -0.015